1.
Below is a molecular structure, C4H10O4 in a non-equilibrium geometry, with properties calculated with ωB97M-V/def2-TZVPD.

XYZ file:
```
18
Properties=species:S:1:pos:R:3:forces:R:3
O -1.706 1.131 0.600 -0.377 -0.361 0.487
O 0.572 -0.090 -1.733 -0.488 -0.183 -0.060
O 2.861 0.221 0.028 -1.374 -1.200 1.185
O 0.505 1.762 -0.473 0.840 0.686 0.541
C -0.956 -0.079 0.606 -0.744 1.144 -2.467
C -1.723 -1.126 -0.162 -0.270 0.215 0.178
C 0.538 0.407 -0.473 -3.070 -1.406 3.318
C 1.344 -0.309 0.493 5.544 1.788 -2.295
H -1.217 -2.088 -0.102 0.027 -0.050 -0.149
H -1.396 1.690 1.321 -0.119 -0.049 -0.226
H -2.732 -1.234 0.240 0.017 -0.080 0.095
H 3.100 -0.226 -0.794 -0.277 -0.007 0.150
H -0.849 -0.391 1.651 0.830 -0.060 -0.210
H 1.378 0.092 1.497 -0.352 -0.219 0.007
H -1.836 -0.827 -1.205 0.084 -0.126 -0.024
H 1.364 -1.386 0.371 -0.357 0.022 0.257
H 0.859 2.078 0.381 -0.104 -0.054 -0.780
H -0.105 0.376 -2.247 0.191 -0.062 -0.007
```
Positions in Å, forces in eV/Å.

E_tot in eV: -12497.2459
Largest force on an atom in eV Å⁻¹: 6.3
Charge: 0
Lowest unoccupied orbital energy in hartree: 0.0166
Energy above the lowest of the compared OMol25 structures with the same formula, charge and spin in kcal per mole: 77.48
M in g/mol: 122.12

---

2.
Below is 2 unconnected molecules or ions with the total composition C4H10OS in a non-equilibrium geometry, with properties calculated with ωB97M-V/def2-TZVPD.

XYZ file:
```
16
Properties=species:S:1:pos:R:3:forces:R:3
S -1.262 0.405 -0.444 -0.541 0.671 -0.133
O 2.164 -4.210 1.174 0.275 0.232 -0.629
C 1.234 -3.458 1.279 -0.028 0.183 1.031
C 0.068 2.779 -0.766 -1.001 -0.087 -0.700
C 0.877 -2.265 0.431 -0.314 -0.187 -0.355
C -1.305 2.263 -0.312 0.543 -0.247 1.003
H 0.524 -3.664 2.102 -0.203 0.118 0.034
H -2.205 2.699 -0.743 0.266 -0.164 -0.431
H 0.786 2.148 -0.261 0.475 -0.028 -0.216
H 0.096 2.652 -1.855 0.535 -0.031 0.226
H 1.373 -1.304 0.597 0.515 -0.435 0.334
H 0.290 3.819 -0.531 -0.290 0.068 0.121
H -0.171 -2.029 0.634 0.000 -0.223 -0.380
H 1.054 -2.551 -0.609 -0.205 0.232 -0.007
H -1.390 2.467 0.758 -0.130 -0.175 0.023
H -2.134 0.248 -1.454 0.103 0.072 0.078
```
Positions in Å, forces in eV/Å.

E_tot in eV: -17191.9561
Structure (SMILES): CC=O.CCS
Largest force on an atom in eV Å⁻¹: 1.2
Charge: 0
Lowest unoccupied orbital energy in hartree: 0.0267
Energy above the lowest of the compared OMol25 structures with the same formula, charge and spin in kcal per mole: 20.04
M in g/mol: 106.19

---

3.
Below is a single C4H10OS molecule in a non-equilibrium geometry, with properties calculated with ωB97M-V/def2-TZVPD.

XYZ file:
```
16
Properties=species:S:1:pos:R:3:forces:R:3
S -2.104 -1.299 -2.181 0.256 0.523 -0.905
O 2.264 0.405 0.499 3.058 -0.616 4.191
C -0.458 0.693 -0.718 0.665 5.110 0.753
C 1.127 -0.153 1.205 -0.781 0.704 -2.472
C -0.003 0.749 0.733 -1.698 1.978 3.934
C -0.716 -0.670 -1.120 -1.553 -2.837 -1.660
H 0.143 1.869 1.169 0.299 -2.352 -1.571
H 1.097 -0.100 2.287 0.824 0.045 0.172
H -0.718 0.459 1.523 -1.166 -0.129 -0.786
H -1.187 1.723 -0.960 1.903 -3.551 0.417
H 2.980 0.529 1.279 -2.142 -0.367 -3.136
H 0.083 -1.023 -1.786 -0.100 -0.047 0.437
H -0.763 -1.321 -0.274 0.189 -0.468 0.529
H -3.191 -1.526 -1.444 0.154 0.293 0.739
H 0.890 -1.211 0.895 0.703 0.868 0.312
H 0.555 0.877 -1.106 -0.610 0.844 -0.957
```
Positions in Å, forces in eV/Å.

E_tot in eV: -17190.2458
Structure (SMILES): OCCCCS
Largest force on an atom in eV Å⁻¹: 5.2
Charge: 0
Lowest unoccupied orbital energy in hartree: 0.0259
Energy above the lowest of the compared OMol25 structures with the same formula, charge and spin in kcal per mole: 59.49
M in g/mol: 106.19

---

4.
Below is 2 unconnected molecules or ions with the total composition C4H10OS, with properties calculated with ωB97M-V/def2-TZVPD.

XYZ file:
```
16
Properties=species:S:1:pos:R:3:forces:R:3
S 1.406 0.252 -0.446 0.169 0.245 0.001
O -1.435 -1.422 -0.711 0.122 0.055 -0.097
C -2.007 -1.589 0.507 0.428 -0.618 0.138
C 1.395 1.929 0.322 0.115 -0.541 -0.408
C -1.738 -2.577 1.347 0.311 -0.183 0.659
C 0.679 2.922 -0.560 -0.777 -0.309 -0.240
H 2.432 2.183 0.483 0.191 0.225 0.134
H 1.092 2.999 -1.561 0.391 -0.006 -0.042
H -0.730 -2.084 -0.839 -0.427 0.385 0.165
H 2.581 -0.098 0.087 0.029 -0.125 -0.042
H -0.919 -3.286 1.257 -0.179 0.018 -0.518
H -2.711 -0.822 0.789 -0.211 0.106 -0.435
H -0.346 2.559 -0.715 0.044 0.263 0.108
H -2.262 -2.660 2.286 -0.157 0.246 0.071
H 0.634 3.916 -0.119 0.018 0.008 0.105
H 0.889 1.807 1.265 -0.068 0.232 0.401
```
Positions in Å, forces in eV/Å.

E_tot in eV: -17191.7377
Structure (SMILES): C=CO.CCS
Largest force on an atom in eV Å⁻¹: 0.9
Charge: 0
Lowest unoccupied orbital energy in hartree: 0.0286
Energy above the lowest of the compared OMol25 structures with the same formula, charge and spin in kcal per mole: 25.08
M in g/mol: 106.19